96
Properties=species:S:1:pos:R:3 method="wB97M-V/def2-TZVPD" smiles="C[C@H](O)C[C@]1(C[C@@H](C)O)OC(=O)O[C@]1(O)P(O)(O)=S.c1cc[nH]c1.c1cc[nH]c1.c1cc[nH]c1.c1cc[nH]c1.c1cc[nH]c1.c1cc[nH]c1" e_homo_ha=-0.2936 charge=0 max_force_ev_per_a=9.91 e_lumo_ev=-0.14 energy_ha=-2955.44957
C 2.59 -3.95 3.13
C 1.23 -2.99 2.98
O 0.69 -3.21 1.62
C 1.68 -1.43 3.21
C 0.47 -0.41 3.64
C 1.06 1.04 4.13
C 1.93 1.85 3.00
C 3.53 1.83 3.43
O 1.74 1.40 1.62
O 0.05 -1.01 4.96
C -1.33 -1.58 4.91
O -2.14 -1.95 5.92
O -1.70 -1.71 3.46
C -0.99 -0.51 2.91
O -1.82 0.58 3.54
P -1.17 -0.11 1.05
O -2.66 -0.90 0.50
O 0.14 -0.66 0.04
S -1.50 1.84 0.85
H 3.19 -3.71 4.12
H 3.27 -3.73 2.20
H 2.22 -5.08 3.15
H 0.49 -3.40 3.83
H 1.34 -2.81 0.95
H 2.32 -1.06 2.28
H 2.45 -1.44 4.13
H 0.26 1.78 4.56
H 1.81 0.81 5.02
H 1.60 2.99 3.06
H 3.90 0.73 3.24
H 3.69 2.10 4.56
H 4.19 2.57 2.81
H 2.62 0.99 1.30
H -2.72 0.44 3.12
H -2.52 -1.89 0.43
H 0.38 0.08 -0.62
C -1.54 -4.59 -2.52
C -2.70 -4.90 -3.28
C -3.72 -4.10 -2.81
N -3.22 -3.31 -1.81
C -1.89 -3.60 -1.63
H -0.56 -5.03 -2.63
H -2.78 -5.63 -4.07
H -4.76 -4.02 -3.11
H -3.75 -2.63 -1.28
H -1.31 -3.08 -0.88
C -2.15 -2.82 -6.38
C -2.62 -2.47 -7.67
C -3.81 -1.80 -7.50
N -4.07 -1.73 -6.16
C -3.06 -2.34 -5.46
H -1.24 -3.35 -6.14
H -2.15 -2.69 -8.61
H -4.49 -1.36 -8.22
H -4.89 -1.29 -5.74
H -3.08 -2.39 -4.38
C 1.81 1.14 -8.04
C 2.33 -0.17 -7.91
C 1.31 -0.97 -7.46
N 0.19 -0.20 -7.30
C 0.49 1.09 -7.66
H 2.34 2.02 -8.37
H 3.34 -0.49 -8.12
H 1.28 -2.03 -7.23
H -0.71 -0.52 -6.98
H -0.27 1.87 -7.62
C 7.30 3.81 6.62
C 7.43 3.84 5.21
C 7.25 2.55 4.75
N 7.03 1.74 5.84
C 7.06 2.50 6.98
H 7.38 4.65 7.29
H 7.62 4.71 4.59
H 7.27 2.14 3.75
H 6.88 0.74 5.80
H 6.90 2.05 7.95
C -3.20 4.27 -5.76
C -3.07 4.31 -7.17
C -3.25 3.02 -7.63
N -3.47 2.21 -6.54
C -3.44 2.97 -5.40
H -3.12 5.11 -5.09
H -2.88 5.17 -7.79
H -3.23 2.61 -8.63
H -3.62 1.21 -6.58
H -3.60 2.52 -4.43
C -3.47 2.68 7.08
C -3.19 1.32 6.84
C -1.82 1.17 6.85
N -1.27 2.40 7.09
C -2.27 3.33 7.24
H -4.45 3.14 7.14
H -3.91 0.52 6.67
H -1.20 0.30 6.70
H -0.27 2.59 7.14
H -2.03 4.36 7.44